{
  "formula": "C22H55Cl4N3O7",
  "method": "ωB97M-V/def2-TZVPD",
  "symbols": ["Cl", "C", "C", "Cl", "H", "H", "H", "H", "Cl", "C", "C", "Cl", "H", "H", "H", "H", "C", "C", "C", "O", "H", "H", "H", "H", "H", "H", "H", "H", "C", "C", "C", "O", "H", "H", "H", "H", "H", "H", "H", "H", "C", "C", "C", "O", "H", "H", "H", "H", "H", "H", "H", "H", "C", "C", "C", "O", "H", "H", "H", "H", "H", "H", "H", "H", "O", "C", "N", "C", "H", "H", "H", "H", "H", "O", "C", "N", "C", "H", "H", "H", "H", "H", "O", "C", "N", "C", "H", "H", "H", "H", "H"],
  "coordinates": [[4.53895, 4.30411, 2.13816], [3.16660, 3.29241, 2.66536], [2.07078, 3.10206, 1.57317], [2.60911, 2.13315, 0.21967], [2.74685, 3.77683, 3.54698], [3.51584, 2.30470, 2.96628], [1.70261, 4.09749, 1.32484], [1.20491, 2.53205, 1.90999], [-0.79756, 2.08079, 1.61691], [0.08726, 0.57878, 1.21757], [0.74649, 0.58782, -0.20952], [1.94615, -0.77657, -0.29849], [-0.61405, -0.25549, 1.20123], [0.86102, 0.40542, 1.96546], [1.19881, 1.55316, -0.43673], [-0.00922, 0.36696, -0.96333], [-0.16062, 5.46494, 1.78273], [-0.04145, 4.44745, 0.60775], [-1.38097, 4.29722, -0.15065], [0.79957, 5.09549, -0.27576], [-0.74301, 6.36315, 1.57745], [0.79857, 5.81180, 2.16708], [-0.77019, 4.99510, 2.55460], [0.32812, 3.48828, 0.97041], [-2.08221, 3.74497, 0.47496], [-1.25173, 3.76037, -1.09043], [-1.76058, 5.25297, -0.51195], [0.53085, 5.96613, -0.57804], [-0.57586, -1.81273, -0.39249], [-0.92632, -3.05821, -1.26982], [-2.01992, -3.86720, -0.56350], [-1.26170, -2.53359, -2.56684], [0.07081, -1.17258, -0.99260], [0.10855, -1.96562, 0.44196], [-1.52861, -1.30056, -0.25814], [-0.07602, -3.73804, -1.32394], [-2.29867, -4.76535, -1.11462], [-2.93410, -3.28093, -0.47038], [-1.72609, -4.03015, 0.47343], [-2.02929, -1.96167, -2.49389], [1.53807, -2.21492, 4.59775], [0.24494, -2.26891, 3.77374], [0.37045, -1.26410, 2.64002], [0.19266, -3.56755, 3.28960], [2.32729, -2.14201, 3.84947], [1.74832, -3.03909, 5.27939], [1.66359, -1.34488, 5.24225], [-0.62514, -2.01851, 4.38066], [1.24022, -1.40109, 1.99750], [0.47151, -0.24407, 3.01072], [-0.53916, -1.33631, 2.04378], [1.04077, -3.67393, 2.85257], [1.83328, -2.53436, -2.03665], [1.37454, -2.15635, -3.40380], [1.05265, -3.38477, -4.31393], [0.22743, -1.31505, -3.19357], [1.19070, -3.28036, -1.56901], [2.02146, -1.61558, -1.48120], [2.72369, -3.14970, -2.16557], [2.18937, -1.56859, -3.82652], [1.93899, -3.93903, -4.62261], [0.79294, -3.07243, -5.32541], [0.37075, -4.12297, -3.89181], [-0.49251, -1.85862, -2.86521], [-2.87598, -0.81626, -2.34111], [-2.05694, 0.01228, -1.96855], [-1.03465, 0.17120, -2.73521], [-2.12069, 0.74480, -0.67308], [-0.93907, -0.37084, -3.58206], [-0.21284, 0.72531, -2.54108], [-3.15479, 1.00514, -0.44734], [-1.46385, 1.61465, -0.66835], [-1.76969, 0.05273, 0.09238], [0.06128, 1.71914, -2.06285], [1.17229, 1.39158, -2.36742], [1.56913, 0.17407, -2.38748], [2.28835, 2.36989, -2.82641], [2.48318, -0.15099, -2.66847], [0.96173, -0.48341, -1.91962], [3.02215, 1.83708, -3.43119], [2.65240, 2.81985, -1.90277], [1.78346, 3.16912, -3.36900], [-1.79959, -0.52688, 1.55481], [-2.86405, -1.19368, 1.65641], [-3.87553, -0.82287, 0.91352], [-2.99839, -2.48230, 2.51273], [-3.78432, 0.03109, 0.38196], [-4.76357, -1.30388, 0.90293], [-2.45576, -2.35990, 3.45010], [-2.72744, -3.39185, 1.97663], [-4.03750, -2.70671, 2.75357]],
  "atomic_forces_ev_per_a": [[-0.219, -0.233, -0.075], [-0.855, -0.917, -0.407], [1.749, 0.980, 2.130], [5.312, 3.216, 1.879], [-0.154, 0.036, -0.175], [0.395, 0.164, 0.002], [1.491, -0.555, -0.352], [0.958, 0.263, 0.954], [-1.342, -2.532, 1.423], [3.810, 1.720, -3.384], [-2.301, -0.569, 3.328], [1.899, 4.986, 9.467], [2.732, 2.326, -0.426], [-0.120, 1.811, -1.535], [-1.846, -2.190, 0.043], [0.708, -0.443, 1.850], [-1.127, -1.158, 0.617], [-2.907, 3.573, -0.737], [0.146, -0.389, 0.309], [2.940, -0.494, -1.828], [0.062, 0.019, -0.754], [0.099, -0.350, 0.054], [0.279, -0.056, 0.602], [-0.608, 1.904, -1.615], [-0.479, 0.465, -0.344], [0.345, -0.455, 0.199], [-0.158, 0.287, 0.619], [-0.486, -0.133, 0.419], [-0.018, -1.925, -2.201], [-0.694, 0.285, 1.946], [-0.588, 0.736, -0.642], [-4.050, -8.220, 3.022], [-1.754, -1.373, 0.107], [-1.211, -0.737, 0.119], [0.982, -1.200, 0.124], [-0.876, 0.092, -0.439], [0.245, -0.204, 0.256], [-0.171, 0.235, -0.236], [0.401, -0.566, -0.275], [-2.309, 0.981, 0.059], [0.341, 0.760, 0.601], [2.078, 1.163, 0.763], [-0.092, -2.104, 2.407], [-0.988, -1.257, -0.680], [0.388, -0.206, 0.143], [-0.392, -0.399, -0.319], [-0.268, 0.402, -0.194], [-0.151, -0.402, 0.002], [0.265, -0.539, 0.433], [-0.570, -1.312, 1.543], [1.319, -0.794, 1.442], [0.063, -0.424, -0.213], [1.813, -3.457, -2.225], [-1.616, -1.418, -0.496], [1.052, 0.593, -0.618], [8.924, -0.562, -5.812], [0.648, 1.034, 0.020], [0.437, -3.860, -3.056], [0.752, 0.208, 0.036], [-0.174, -0.025, -0.728], [0.595, -0.128, 0.790], [-1.022, 0.309, 0.172], [-0.253, 0.396, -0.022], [0.365, -0.550, -0.379], [-4.174, -1.630, 0.536], [1.017, 2.166, -0.712], [-4.474, -1.445, -2.748], [-0.134, 0.614, -1.107], [-1.320, 0.409, -0.041], [-3.255, -1.824, -0.911], [0.304, 0.729, -0.478], [-0.837, -0.135, -0.166], [-0.752, 1.551, -0.935], [1.058, 9.683, 1.631], [6.964, 3.638, -3.471], [1.387, 0.903, -0.764], [-1.817, 0.077, 0.191], [-0.323, 0.651, -0.014], [0.471, 0.304, -2.139], [0.141, 0.325, 0.158], [0.478, 0.005, -0.641], [0.263, -0.010, -0.281], [-8.285, -2.716, 3.825], [1.100, -0.924, 0.593], [-1.699, -0.131, 0.020], [-0.522, 0.753, -0.272], [-0.212, -0.503, 0.126], [0.256, -0.004, 0.079], [0.111, -0.193, -0.309], [0.677, 0.388, 0.020], [-0.218, 0.513, 0.099]],
  "mulliken_charge": [-0.215, -0.709, 0.684, -0.356, 0.404, 0.416, 0.321, 0.427, -0.403, -0.899, -0.717, -0.329, -0.545, 1.301, 1.774, 0.907, -1.480, 0.839, -1.541, -0.600, 0.442, 0.368, 0.263, -0.972, 0.368, 0.248, 0.542, 0.379, 0.404, -0.164, -1.985, -0.684, 0.288, 0.780, 0.719, 0.242, 0.542, 0.415, 0.198, 0.527, -1.509, -0.241, -0.421, -0.580, 0.374, 0.352, 0.348, 0.494, 0.835, 0.414, 0.066, 0.432, -0.452, 0.305, -1.571, -0.669, -0.022, -0.083, 0.593, 0.308, 0.476, 0.380, 0.293, 0.635, -0.866, -0.136, 0.086, 0.182, 0.378, 1.192, 1.057, -1.392, -1.403, -0.321, -0.037, 1.011, -1.257, 0.376, -2.887, 0.391, 0.260, 0.321, -0.265, 0.410, 0.045, -1.136, 0.044, 0.214, 0.108, 0.114, 0.554],
  "de_lowest_kcal_mol": 630.3,
  "e_tot_ev": -92573.672,
  "orbital_gap_ev": 8.66
}